No. 1
# C9H14O

2 unconnected molecules or ions with the total composition C9H14O in a non-equilibrium geometry (ωB97M-V/def2-TZVPD, the Open Molecules 2025 dataset).

Highest occupied orbital energy (eV): -8.44
LUMO energy (eV): 0.90
Strongest force on any atom (eV/Å): 1.61
Gap between HOMO and LUMO (eV): 9.34
SMILES: Cc1ccc(O)cc1.CC
Energy above the lowest of the compared OMol25 structures with the same formula, charge and spin (kJ/mol): 46.45
Calculated total energy (Ha): -426.5551

```
24
C9H14O ωB97M-V/def2-TZVPD
C -0.89 2.48 1.31
C -1.11 1.00 1.18
C -0.95 0.35 -0.03
C -1.20 -1.02 -0.20
C -1.36 -1.78 0.94
O -1.60 -3.12 0.76
C -1.47 -1.19 2.19
C -1.26 0.19 2.30
H -1.20 2.81 2.30
H -1.43 3.09 0.59
H 0.18 2.70 1.35
H -0.76 0.90 -0.94
H -1.39 -1.39 -1.20
H -1.88 -3.56 1.56
H -1.80 -1.70 3.09
H -1.27 0.60 3.30
C 2.98 0.46 -2.17
C 1.86 -0.54 -2.49
H 2.90 0.80 -1.15
H 2.94 1.36 -2.79
H 3.95 -0.02 -2.29
H 1.65 -1.21 -1.65
H 0.91 -0.03 -2.65
H 2.18 -1.18 -3.31
```



No. 2
# C9H14O

2 unconnected molecules or ions with the total composition C9H14O in a non-equilibrium geometry (ωB97M-V/def2-TZVPD, the Open Molecules 2025 dataset).

Highest occupied orbital energy (eV): -8.38
LUMO energy (eV): 0.91
Strongest force on any atom (eV/Å): 2.54
Gap between HOMO and LUMO (eV): 9.29
SMILES: Cc1ccc(O)cc1.CC
Energy above the lowest of the compared OMol25 structures with the same formula, charge and spin (kJ/mol): 60.48
Calculated total energy (Ha): -426.5498

```
24
C9H14O ωB97M-V/def2-TZVPD
C 1.41 2.70 -0.16
C 1.02 1.47 0.61
C 1.81 0.30 0.66
C 1.29 -0.85 1.23
C 0.00 -0.78 1.74
O -0.54 -1.90 2.37
C -0.89 0.29 1.61
C -0.25 1.45 1.15
H 1.18 2.55 -1.24
H 2.49 2.83 -0.16
H 0.80 3.52 0.21
H 2.83 0.38 0.35
H 1.87 -1.75 1.32
H 0.19 -2.45 2.66
H -1.88 0.24 2.01
H -0.75 2.41 1.21
C -2.03 -1.66 -1.93
C -0.67 -0.97 -1.93
H -2.59 -1.30 -2.78
H -1.93 -2.75 -2.12
H -2.40 -1.52 -0.93
H -0.79 0.13 -1.97
H -0.12 -1.18 -2.86
H -0.04 -1.15 -1.04
```



Repeat the second record exactly.
# C9H14O

2 unconnected molecules or ions with the total composition C9H14O in a non-equilibrium geometry (ωB97M-V/def2-TZVPD, the Open Molecules 2025 dataset).

Highest occupied orbital energy (eV): -8.38
LUMO energy (eV): 0.91
Strongest force on any atom (eV/Å): 2.54
Gap between HOMO and LUMO (eV): 9.29
SMILES: Cc1ccc(O)cc1.CC
Energy above the lowest of the compared OMol25 structures with the same formula, charge and spin (kJ/mol): 60.48
Calculated total energy (Ha): -426.5498

```
24
C9H14O ωB97M-V/def2-TZVPD
C 1.41 2.70 -0.16
C 1.02 1.47 0.61
C 1.81 0.30 0.66
C 1.29 -0.85 1.23
C 0.00 -0.78 1.74
O -0.54 -1.90 2.37
C -0.89 0.29 1.61
C -0.25 1.45 1.15
H 1.18 2.55 -1.24
H 2.49 2.83 -0.16
H 0.80 3.52 0.21
H 2.83 0.38 0.35
H 1.87 -1.75 1.32
H 0.19 -2.45 2.66
H -1.88 0.24 2.01
H -0.75 2.41 1.21
C -2.03 -1.66 -1.93
C -0.67 -0.97 -1.93
H -2.59 -1.30 -2.78
H -1.93 -2.75 -2.12
H -2.40 -1.52 -0.93
H -0.79 0.13 -1.97
H -0.12 -1.18 -2.86
H -0.04 -1.15 -1.04
```